Entry 1:
Entry from the Open Molecules 2025 dataset: C48H55N6O3PY as an isolated structure in a non-equilibrium geometry (ωB97M-V/def2-TZVPD).

```
114
Properties=species:S:1:pos:R:3:mulliken_charge:R:1
Y -3.90679 6.10482 19.08447 0.112
O -5.20484 3.41255 15.53354 -0.804
C -6.52616 3.69532 15.50881 0.190
C -7.36238 3.07192 14.57177 -0.697
C -8.73859 3.34687 14.53835 -0.427
C -9.26048 4.34844 15.34711 -0.860
C -8.45542 4.96516 16.29547 -0.804
C -7.06989 4.62922 16.41607 0.274
C -6.35893 5.19563 17.53028 1.280
O -5.02904 5.06986 17.46574 -0.148
N -7.04352 5.73270 18.48527 -1.168
N -6.16984 6.14903 19.50073 0.994
C -6.59851 6.86211 20.56732 -0.670
C -5.70249 7.09801 21.64338 0.968
C -6.24932 7.74001 22.79535 -1.177
C -5.39781 8.19178 23.75900 -0.826
C -4.02526 7.91775 23.62807 -0.640
C -3.51601 7.24632 22.49811 -0.292
N -4.38002 6.89510 21.50438 0.663
H -4.85943 3.99690 16.28533 0.324
H -6.90583 2.40780 13.85693 0.424
H -9.38913 2.72982 13.92485 0.361
H -10.30051 4.68007 15.30439 0.349
H -8.73338 5.79802 16.89790 0.517
H -7.58774 7.41503 20.60472 -0.065
H -7.32685 7.79958 22.81720 0.458
H -5.84485 8.56467 24.71397 0.269
H -3.31297 8.27186 24.38659 0.424
H -1.90665 6.07529 21.92869 -0.095
C -7.04824 10.21587 14.69500 -1.536
C -5.95364 9.23539 14.23136 1.040
C -5.79273 9.08687 12.86517 -0.810
C -4.75014 8.34945 12.37912 -0.734
C -3.81998 7.67981 13.24039 -0.699
C -4.02788 7.80303 14.58674 -0.375
C -5.03043 8.62588 15.09757 -0.451
P -4.94355 8.79261 16.90343 2.568
C -6.28042 9.75925 17.65510 0.582
C -7.50265 9.09844 17.67915 -0.420
C -8.66190 9.61517 18.28033 -0.821
C -8.55737 10.80957 18.97472 -0.548
C -7.45155 11.61322 18.78470 -1.018
C -6.22766 11.03243 18.30037 1.112
C -4.96495 11.86560 18.44727 -1.168
C -3.32865 9.64347 16.99228 -0.011
C -2.80291 10.52042 16.02870 -0.762
C -1.57697 11.11298 16.27912 -0.752
C -0.80872 10.67207 17.30861 -0.759
C -1.22479 9.67349 18.15314 -0.550
C -2.51906 9.20568 18.09143 0.907
C -2.95199 8.32170 19.19647 -1.733
H -7.29351 10.84926 13.83833 0.473
H -6.70126 10.88089 15.49183 0.277
H -7.96967 9.73325 14.98609 0.307
H -6.47320 9.62031 12.19700 0.399
H -4.62275 8.27327 11.32556 0.394
H -2.93569 7.14753 12.79795 0.333
H -3.29243 7.34860 15.33776 -0.100
H -7.59673 8.06837 17.30223 0.269
H -9.56804 9.02480 18.27343 0.404
H -9.44332 11.20660 19.47914 0.346
H -7.41148 12.66085 19.08573 0.436
H -5.05629 12.63795 19.27447 0.449
H -4.73853 12.40683 17.47914 0.232
H -4.12442 11.25369 18.70512 0.108
H -3.36645 10.73656 15.09531 0.338
H -1.23548 11.85512 15.53003 0.325
H 0.22230 11.02049 17.41779 0.310
H -0.62203 9.28426 18.98486 0.394
H -3.96530 8.60068 19.44956 0.472
H -2.25542 8.37941 20.00372 0.484
C -2.28790 4.82474 15.24921 -0.914
C -1.96014 4.53095 16.70299 0.013
O -2.24716 5.81118 17.47472 -0.623
H -2.22711 3.97790 14.52740 0.356
H -1.60158 5.56271 14.78511 0.394
H -3.28574 5.27605 15.17405 -0.002
H -0.90043 4.33528 16.82030 0.465
H -2.62203 3.84027 17.29167 -0.008
H -1.53596 6.43459 17.21177 0.295
N -2.15841 6.95180 22.35293 0.627
C -1.16483 7.63365 23.10588 -0.204
C -1.04842 9.06481 23.12495 0.103
C -0.19231 9.68466 24.00400 -0.571
C 0.50865 8.92727 24.90871 -0.584
C 0.54631 7.54052 24.80135 -0.369
C -0.24289 6.89434 23.86368 -0.446
H -1.75499 9.62870 22.49933 0.459
H -0.17321 10.75105 24.12550 0.382
H 1.20461 9.46050 25.54987 0.293
H 1.18813 6.91617 25.40831 0.359
H -0.16170 5.80407 23.61589 0.219
C -0.52279 0.72410 20.65768 -1.551
C -1.30038 2.02621 20.71477 -0.230
N -2.73741 1.77685 20.72122 0.410
C -3.26325 0.64746 21.59138 -0.687
C -3.31567 1.04043 23.06598 -1.070
C -3.62147 2.80036 20.38936 0.301
C -5.03142 2.42134 20.18435 -1.183
N -3.25375 4.06693 20.19022 0.335
H 0.48697 0.84150 20.28120 0.425
H -0.96540 0.01014 19.91476 0.351
H -0.50156 0.16713 21.58661 0.364
H -1.15834 2.60875 19.82254 0.316
H -1.01156 2.67127 21.54593 0.233
H -2.60756 -0.18372 21.44947 0.482
H -4.28554 0.34542 21.26545 0.336
H -3.80556 0.31166 23.71511 0.418
H -3.92579 1.94842 23.16279 0.271
H -2.31467 1.20560 23.52242 0.262
H -5.07140 1.48445 19.59664 0.389
H -5.50670 3.27658 19.73775 0.016
H -5.55115 2.35646 21.18101 0.262
H -2.39626 4.28609 20.75083 -0.335
```

F_max ... 0.084 hartree/bohr
Total energy ... -2796.03849 Eh
LUMO ... 1.79 eV
HOMO level ... -0.98 eV
Orbital gap ... 2.77 eV
Charge ... -1
ΔE to the lowest compared entry with this formula, charge and spin ... 126.1 kJ/mol

=====

Entry 2:
Entry from the Open Molecules 2025 dataset: a 3-piece molecular cluster, C19H50N8O3P3S2 overall in a non-equilibrium geometry (ωB97M-V/def2-TZVPD).

```
85
Properties=species:S:1:pos:R:3:mulliken_charge:R:1
C -3.13614 0.36981 -3.66071 -1.628
C -2.03412 1.21127 -3.00431 -0.065
C -0.77920 0.33468 -2.82067 -0.868
C 0.11489 0.65889 -1.62354 -0.777
O -0.63821 1.30614 -0.53825 -0.166
P 0.03634 2.30165 0.45755 0.941
S 2.05026 2.02236 0.74432 -0.230
C -0.30451 4.00783 0.03972 -0.706
C -0.69544 4.24093 -1.42475 0.027
N -1.03137 5.37277 -1.85873 -0.583
N -0.73311 2.06727 1.91211 -0.452
C -0.37145 1.09912 2.59585 0.536
S 0.00807 -0.04271 3.53931 -0.255
H -3.53955 -0.32800 -2.92371 0.378
H -3.97265 0.98831 -3.97901 0.407
H -2.74672 -0.21704 -4.49160 0.387
H -2.43887 1.57050 -2.06020 0.258
H -1.80799 2.04736 -3.66715 0.295
H -0.16055 0.49443 -3.70497 0.282
H -1.07296 -0.71302 -2.83899 0.466
H 0.96678 1.25789 -1.94289 0.601
H 0.49965 -0.27188 -1.20898 0.464
H 2.36004 0.96794 -0.02906 0.242
H 0.51739 4.65949 0.33476 0.524
H -1.17601 4.27966 0.64197 0.443
H -0.69910 3.39972 -2.11306 0.200
H -0.99995 6.07673 -1.11845 0.256
O 5.02088 0.73802 0.27504 -0.608
P 6.48966 0.85512 0.52714 0.184
N 6.88163 -0.52521 1.43090 0.249
C 7.25221 -0.66290 2.82204 -0.943
C 6.71826 -1.78650 0.72608 -1.074
N 6.52326 2.37800 1.36109 0.211
C 7.14321 2.64591 2.65077 -1.038
C 5.30891 3.15745 1.18562 -1.056
N 7.97117 1.01872 -0.19593 0.226
C 9.23767 0.62408 0.39656 -0.915
C 8.05379 1.94836 -1.32249 -1.117
H 8.17247 -1.25127 2.91736 0.367
H 6.47077 -1.16635 3.40327 0.304
H 7.44829 0.29101 3.29511 0.241
H 7.59674 -2.02951 0.11428 0.248
H 5.84758 -1.76119 0.06738 0.265
H 6.56301 -2.60058 1.43400 0.419
H 6.79408 1.98163 3.44414 0.369
H 6.89539 3.65992 2.96517 0.375
H 8.23388 2.62143 2.59787 0.274
H 4.52938 2.82417 1.88620 0.262
H 4.93093 3.03799 0.17481 0.336
H 5.48825 4.22406 1.33602 0.400
H 9.29434 0.82878 1.46550 0.293
H 10.03554 1.18516 -0.08697 0.433
H 9.44791 -0.43732 0.24429 0.216
H 8.25939 2.97126 -0.98897 0.335
H 7.11462 1.95894 -1.87838 0.327
H 8.83014 1.64205 -2.02341 0.444
O -5.65328 -2.12647 -1.95250 -0.761
P -6.38622 -2.48598 -0.71608 0.361
N -6.27145 -1.09551 0.27395 0.383
C -5.53254 -0.86187 1.48885 -0.874
C -6.94547 0.07895 -0.25120 -1.156
N -5.47955 -3.87426 -0.21237 0.202
C -4.89315 -4.07710 1.10252 -1.035
C -4.63396 -4.47878 -1.24292 -1.073
N -7.84430 -2.99779 -0.11093 0.189
C -8.31390 -2.77587 1.24350 -0.896
C -8.52643 -4.05181 -0.86095 -1.144
H -6.18527 -0.44400 2.26667 0.347
H -4.70468 -0.15458 1.33398 0.176
H -5.11217 -1.77090 1.89987 0.252
H -8.01577 0.08216 -0.00480 0.234
H -6.85147 0.13312 -1.33798 0.320
H -6.50242 0.98856 0.15700 0.409
H -4.22217 -3.26930 1.40801 0.343
H -4.29277 -4.98717 1.09316 0.373
H -5.64929 -4.24240 1.87456 0.267
H -3.66169 -3.97801 -1.34220 0.314
H -5.12045 -4.45329 -2.21271 0.313
H -4.46237 -5.52774 -0.99318 0.415
H -7.52695 -2.86173 1.99327 0.282
H -9.06872 -3.52519 1.47690 0.432
H -8.78347 -1.79523 1.35898 0.205
H -8.20095 -5.04921 -0.54562 0.335
H -8.32067 -3.95452 -1.92805 0.335
H -9.60737 -3.97741 -0.74077 0.445
```

F_max ... 0.095 hartree/bohr
Total energy ... -3237.88848 Eh
LUMO ... -3.51 eV
HOMO level ... -9.93 eV
Orbital gap ... 6.41 eV
Charge ... +1

=====

Entry 3:
Entry from the Open Molecules 2025 dataset: one molecule with the formula C4H6N2O in a non-equilibrium geometry (ωB97M-V/def2-TZVPD).

```
13
Properties=species:S:1:pos:R:3:mulliken_charge:R:1
C -1.03867 -1.22918 1.42510 -1.058
C -0.26595 -0.51818 0.20734 0.685
C -1.19534 0.34344 -0.15209 -0.339
N 0.23057 1.57250 -0.89255 -0.483
C 1.20902 0.70269 -0.82660 0.541
O 2.36074 0.97186 -1.48951 -0.480
N 1.04888 -0.45548 -0.14917 -0.731
H -1.05650 -0.59337 2.32832 0.273
H -0.44943 -2.10746 1.61136 0.336
H -2.09436 -1.56490 1.30979 0.351
H -2.20919 0.24702 -0.53100 0.340
H 0.51757 2.43420 -1.37985 0.225
H 2.94267 0.19686 -1.46114 0.342
```

F_max ... 0.061 hartree/bohr
Total energy ... -340.64215 Eh
LUMO ... 0.65 eV
HOMO level ... -8.56 eV
Orbital gap ... 9.21 eV
ΔE to the lowest compared entry with this formula, charge and spin ... 401.1 kJ/mol

=====

Entry 4:
Entry from the Open Molecules 2025 dataset: C2H3Cl2NO2 as an isolated structure in a non-equilibrium geometry (ωB97M-V/def2-TZVPD).

```
10
Properties=species:S:1:pos:R:3:mulliken_charge:R:1
C 0.00937 0.19363 -0.39343 0.770
C -0.29024 1.73515 -0.51501 -0.784
N 0.67926 -2.39969 1.58351 -0.095
O 1.19107 -0.11587 -0.00318 -0.517
O -0.78849 -0.59870 -0.83931 -0.549
Cl -0.99153 -2.69092 1.39739 0.022
Cl 1.42692 -2.08278 0.24002 0.361
H 0.66235 2.22571 -0.19886 0.269
H -1.20018 1.94902 0.18930 0.229
H -0.69854 1.78446 -1.46042 0.292
```

F_max ... 0.091 hartree/bohr
Total energy ... -1203.42927 Eh
LUMO (spin up / spin down) ... -1.95 / -1.89 eV
HOMO level (spin up / spin down) ... -9.95 / -9.84 eV
Orbital gap (spin up / spin down) ... 8.01 / 7.95 eV
ΔE to the lowest compared entry with this formula, charge and spin ... 583.6 kJ/mol